Record 1
Formula: C2H3ClFNS
Source: the OMol25 dataset
Level of theory: wB97M-V/def2-TZVPD

Results
SMILES   NC(=S)[C@H](F)Cl
Net charge   0
Energy relative to the best compared isomer or geometry (same formula, charge and spin)   43.0 kcal/mol
F_max   0.10395 hartree/bohr
Multiplicity   1
Electronic energy   -29685.93317 eV
Frontier orbital gap   9.322 eV

Cartesian coordinates (Å):
C  0.060351  -0.534293  -0.426567
H  1.643265  -1.961592  -0.265351
Cl  -0.512674  0.816332  1.512650
N  1.455474  -0.808218  -0.360109
F  1.301735  1.601294  -0.491417
H  -0.794474  1.525738  -0.433453
C  0.018653  1.018130  -0.056048
H  2.032675  -0.102927  0.176627
S  -1.033998  -1.562249  -0.959605

Atomic forces in eV per Å
4.8914 1.8832 -1.0477
-0.3801 4.5062 -0.2207
0.4100 0.9130 3.8792
-1.0910 -3.6981 1.2412
-2.7444 -0.2717 1.8736
-0.9166 1.4399 -2.0485
1.5668 -2.8190 -2.7735
-0.7104 -1.7321 -0.9118
-1.0258 -0.2215 0.0083

***

Record 2
Formula: C24H60F4N4O10PS4
Source: the OMol25 dataset
Level of theory: wB97M-V/def2-TZVPD

Results
Net charge   +2
F_max   0.19071 hartree/bohr
Multiplicity   2
Electronic energy   -115772.81788 eV
Frontier orbital gap (alpha / beta)   9.644 / 5.160 eV

Cartesian coordinates (Å):
C  3.400887  -1.983710  1.251799
H  -4.380091  -2.521850  3.270796
H  3.352844  0.026888  0.097290
N  -3.042021  -1.020278  -3.529269
C  -2.939500  -2.511281  -3.359472
H  -1.944245  -2.759735  -3.728041
H  3.890549  3.099322  4.714766
C  -3.084224  -2.738683  -1.858715
H  1.384699  1.385789  5.680687
H  -1.453893  3.733078  -8.039153
F  4.758548  5.875579  -4.899766
C  -4.844724  -3.439868  -6.438622
H  0.649623  -5.372682  5.526012
O  1.200641  0.809544  -0.172467
O  -1.317592  1.380208  0.538996
H  2.574223  -2.568362  0.848190
H  3.307695  -4.478015  6.712584
C  -1.868254  -1.177087  4.060552
C  2.248051  1.985600  3.722479
O  2.690570  5.548590  -3.749895
H  4.496208  1.866422  3.586952
H  -1.219936  0.628292  5.144874
S  -1.507917  0.182875  -0.228552
H  0.553645  -1.661719  6.541846
C  3.942117  3.686467  2.686927
C  1.137021  -1.897549  5.651806
C  -1.986038  3.420577  -2.545835
P  0.930592  -0.480089  4.438679
C  -0.913728  0.071298  4.259381
H  -0.912325  0.829284  3.476086
H  -2.743013  2.884472  -4.401800
H  -0.100769  4.549851  -4.349132
H  -1.681624  5.013852  -4.891224
N  4.305813  3.594891  -4.474580
H  -0.884422  1.249918  -3.224013
H  -1.404578  1.149875  -4.795157
O  -1.377757  -1.043647  0.520662
H  4.221821  -2.680094  1.422709
H  -2.811655  -0.621459  -4.428148
H  2.909733  0.536623  5.334669
H  2.151948  -1.888402  6.049233
H  -2.472842  3.170089  -6.814195
H  2.426299  -6.009256  6.688931
C  -1.641455  3.856980  -6.972589
C  2.507843  -5.029448  6.218372
H  -3.938666  -0.628132  -3.279571
H  -2.352388  -2.290414  -1.186732
O  -0.550069  3.679533  -6.019319
N  -1.083953  0.332112  -1.684978
O  4.797550  5.408448  -2.563299
H  -2.763597  0.151929  2.705756
H  -2.097226  -1.712969  4.981697
H  -2.411727  2.668250  -1.881831
H  -5.485926  -4.267132  -6.134335
H  -5.081905  -2.743865  -4.056897
O  3.482314  2.907463  -1.977533
H  -1.003662  3.655555  -2.136183
F  -3.147548  0.191335  -0.483473
N  -1.040614  1.763021  -4.079840
H  -2.408367  4.411765  -2.380675
C  1.986657  0.920395  4.900202
H  1.069775  -0.231888  2.269915
H  -5.526200  -2.605515  -6.604604
H  -1.380921  -1.864849  3.369469
C  -1.019053  4.155037  -4.783847
F  0.577270  -1.518247  -0.906492
H  -3.695201  -0.055886  4.063327
C  -4.097440  -3.185310  -4.211993
H  0.577075  -4.326546  6.947774
H  3.344325  -2.152090  3.356328
H  1.525886  2.792984  3.843774
H  1.483975  -3.490336  4.191418
H  -4.140493  -4.262531  -4.051201
C  3.730205  2.625303  3.746428
O  1.981842  2.527176  -3.944882
C  1.097597  -4.502870  6.006464
F  4.004610  1.250050  -3.492690
H  -0.108673  1.963454  -4.413607
C  -4.019388  -1.687822  2.668823
H  3.618942  -0.476277  2.838078
S  3.361436  2.714545  -3.397995
S  0.581866  0.065022  -1.281696
H  4.850602  4.268215  2.842867
H  3.314473  -1.292215  -0.889315
C  3.007346  -1.364900  2.681870
H  -4.809191  -1.105320  2.194479
H  2.881569  -5.347662  5.245151
H  -3.129490  -3.822479  -1.751725
S  4.018391  4.971693  -3.731527
H  -4.063883  -2.309960  -1.647608
H  3.180427  4.439958  2.486461
H  0.862012  -1.914909  2.657154
H  -2.352759  -0.787174  -2.828785
O  -3.715889  -3.148121  -5.588909
H  -2.041810  4.857722  -6.810344
H  -0.190548  -3.445552  4.731706
C  -1.761829  3.111182  -3.984704
H  4.824918  -0.746208  0.032848
H  -4.503836  -3.750507  -7.426247
C  3.761168  -0.982880  0.055614
C  -3.089172  -0.644663  3.374731
H  2.229988  1.607903  2.700164
C  1.475327  -1.041103  2.877195
H  -3.413174  -2.279490  1.982874
O  1.501126  0.057165  -2.473114
C  0.842810  -3.327149  5.057667
H  3.944350  3.162606  1.731066

Atomic forces in eV per Å
-0.6785 1.6076 -0.5160
-0.4754 0.6386 0.7196
-0.4053 -0.0234 0.8892
0.2512 -0.0776 -0.0585
-1.4522 -0.8678 -0.8404
-0.1815 -0.2453 -0.2431
0.0690 -0.2962 0.2510
-0.8809 -0.4601 -0.9376
0.3983 0.3290 0.2653
1.1298 0.0184 0.3003
-1.0452 -1.6485 1.5268
-0.0556 -0.2570 -0.7882
-0.5911 0.1369 0.0956
-2.7558 -1.7467 -1.8382
-0.1065 -0.4110 -0.6477
-0.1602 -0.2187 0.4192
-0.4164 0.3895 0.1152
1.0918 1.1108 -0.7445
1.9013 0.1316 0.7233
0.7572 -1.9197 0.2760
-0.1499 -0.2291 0.2332
0.2643 -0.1126 0.3114
-6.3679 1.4138 7.3230
-0.4380 -0.1505 -0.0674
-0.3538 -0.0607 -1.1494
-0.3008 -0.1060 -0.3941
1.6093 1.4059 1.2546
-0.8178 -0.3131 1.4808
1.4531 -1.4733 1.1038
-0.0993 -0.4159 -0.5033
0.0379 0.2581 -0.5355
-0.1179 -0.3150 0.9214
-0.1312 0.0579 -0.0414
-1.2676 -0.4836 2.5500
-0.4860 -0.0626 0.8522
-0.2790 0.0075 -0.2219
0.3528 0.5679 -1.4361
0.0463 0.1651 -0.1203
0.2403 -0.4656 -0.5311
0.0178 0.0073 -0.0556
0.3094 0.1719 -0.3647
-0.0457 -0.2983 0.5079
-0.0180 0.1663 0.5521
-0.4331 0.1673 0.0407
0.4569 -0.7281 -0.5868
-0.4993 -0.1063 0.4859
0.1774 -0.1519 -0.3317
-1.6368 -0.2198 -1.4850
4.1471 -1.5457 -1.0731
-1.0501 -2.0662 -1.3265
-0.0887 -0.4139 -0.6984
0.2068 0.1940 0.1114
-0.3459 0.0414 -0.4699
0.3095 -0.2029 0.7287
-0.0158 0.2883 0.2975
0.2074 1.4213 -1.7015
0.4295 -0.4337 0.3492
1.1132 -0.0317 -0.6757
0.8510 0.8626 -1.1345
-0.8200 -0.2409 -0.3438
-0.3897 0.7417 -1.0791
0.4392 -0.0416 -0.7837
0.2316 0.4489 0.3348
0.0643 -0.2165 0.0089
1.0153 0.5390 0.0071
-0.0759 1.5878 -0.3720
-0.1336 -0.1899 0.4510
1.9548 -0.7006 -0.5945
-0.0395 -0.0886 0.0969
-0.3003 0.2719 0.5098
0.0189 -0.0606 -0.2195
-0.0168 0.1607 -0.1970
-0.2016 0.0315 1.0856
-1.6073 0.3174 0.9990
3.8033 1.2468 0.7123
0.0365 0.0174 0.2736
-0.1346 1.7791 -1.0694
0.9877 0.2032 -0.3139
1.4244 0.3824 0.2656
-0.0486 0.0300 0.1771
-4.3191 -6.8036 1.1846
7.4923 -0.3026 -3.0515
0.1903 -0.3994 -0.1089
0.7261 -0.6085 -0.0842
-0.2889 -0.3967 -1.5492
-0.1204 -0.5878 -0.1758
0.2929 0.3662 -0.3000
0.0260 0.1060 0.4780
2.8212 8.5086 -2.2185
-0.1467 -0.2412 0.6672
-0.4985 -0.0625 0.8276
0.0385 -0.1256 -0.2559
0.4909 1.4477 0.3945
-0.9756 0.8169 -0.1952
0.0164 0.0743 -0.3006
-0.0302 0.4261 -0.0734
-1.3297 -1.3808 0.2041
0.1224 -0.6552 -0.4471
0.4875 0.2258 0.1605
-0.2117 0.2912 1.2436
-1.6209 -0.0958 -0.0529
-0.7112 -0.4500 0.1230
0.6314 -0.6243 -1.0856
0.0051 0.5053 -0.7841
-3.9859 0.2156 2.2639
0.3859 0.4449 0.3315
0.6219 0.0860 -0.3116